C24H44BaCsF18NO19S4 as an isolated structure. Source: OMol25; level of theory: the ωB97M-V functional and the def2-TZVPD basis.

Geometry as XYZ:
```
112
Properties=species:S:1:pos:R:3
Ba 3.35920 -0.40168 -0.37262
Cs 1.93698 0.54035 3.56992
N 3.25025 -4.17780 -1.34671
O 2.21669 -4.82104 -1.68397
O 4.30104 -4.80228 -1.12845
O 3.12368 -2.98990 -1.22521
F 4.31141 -1.54131 2.28543
F 0.77965 -0.01643 0.26703
O 6.99404 2.74018 2.70016
C 6.04913 3.42927 1.81860
C 4.52360 2.99295 1.59355
O 4.18253 1.64108 1.37296
H 6.55148 3.46437 0.85189
H 5.98471 4.48509 2.08164
H 4.16685 3.52475 0.71150
H 3.90639 3.36921 2.40939
O 5.13631 -1.85250 -4.64666
S 3.98220 -0.99242 -4.34480
O 4.08685 -0.07365 -3.21417
O 3.64760 -0.02334 -5.63990
C 3.87477 -0.52397 -6.94079
C 2.63573 -0.53264 -7.87863
C 2.52129 -2.02512 -4.27727
H 4.36939 -1.49244 -6.86652
H 4.73249 0.00765 -7.35285
H 3.01709 -1.11689 -8.71608
H 2.54048 0.42644 -8.38774
H 1.69528 -0.95693 -7.52704
H 2.80728 -2.92115 -3.72641
H 2.21049 -2.24460 -5.29870
H 1.64406 -1.60052 -3.78914
O 2.64670 1.92624 -1.63860
S 1.87461 3.09539 -1.92998
O 2.51979 4.30723 -2.39768
O 0.66972 2.66819 -2.99253
C 1.06655 2.43997 -4.30251
C -0.20006 1.87673 -4.94452
C 0.78559 3.35436 -0.46423
H 1.96185 1.81838 -4.31504
H 1.16984 3.43575 -4.73363
H -0.43804 2.02283 -5.99815
H -1.08140 2.30281 -4.46515
H -0.30714 0.80372 -4.78547
H 0.18236 4.23980 -0.66471
H 1.41822 3.25471 0.41778
H 0.20392 2.44244 -0.59905
O -3.28760 1.94172 -2.63009
S -3.23371 2.12865 -1.17024
O -2.50582 3.31970 -0.64345
O -4.74234 2.10400 -0.50516
C -4.94357 2.36769 0.88994
C -5.14800 3.87484 1.13398
C -2.59890 0.58179 -0.40284
H -4.24368 1.90593 1.58639
H -5.84004 1.76295 1.02677
H -4.26045 4.49785 1.02343
H -5.38726 4.10885 2.17133
H -5.98427 4.29428 0.57466
H -1.80647 -0.04905 -0.80556
H -3.51428 -0.00912 -0.37090
H -2.31779 0.84124 0.61783
O 2.12098 -3.79282 3.83616
S 2.16538 -4.54138 2.58941
O 3.38970 -5.28029 2.16553
O 0.89351 -5.68416 2.70811
C 0.67379 -6.29975 3.97812
C 1.49622 -7.56878 4.02775
C 1.32314 -3.53901 1.20265
H -0.39363 -6.48473 4.09851
H 1.00010 -5.53885 4.68710
H 1.50917 -7.86500 5.07665
H 2.53800 -7.35846 3.78573
H 1.13671 -8.32772 3.33288
H 2.05401 -2.78567 0.90873
H 0.53578 -3.11032 1.82266
H 1.10562 -4.30730 0.46068
C -3.27765 -4.92447 -1.10409
C -1.77264 -4.79812 -1.32270
C -1.50394 -4.25075 -2.72470
F -2.17028 -5.01271 -3.58252
F -1.95288 -3.00343 -3.00261
F -1.24674 -3.98028 -0.47828
F -1.13579 -5.92163 -1.18695
O -3.63359 -5.43801 0.16871
C -4.25652 -4.53099 1.08252
C -4.28898 -5.25845 2.52911
F -5.05611 -4.57634 3.31900
F -4.81641 -6.48227 2.50933
F -3.48532 -3.48485 1.08727
F -5.46364 -4.23671 0.55247
H -3.67734 -5.71610 -1.73788
H -3.85234 -4.06818 -1.45707
H -0.45861 -4.24872 -3.03355
H -3.29152 -5.29320 2.96723
C -2.09783 6.78463 3.84732
C -3.34038 6.88150 4.67862
C -3.19952 6.44310 6.15916
F -4.35659 6.39444 6.78510
F -2.46089 5.38076 6.38733
F -3.99304 8.07936 4.46029
F -4.18275 5.98485 4.22433
O -1.16534 5.74854 4.09784
C -0.92477 4.87147 3.00684
C 0.15218 3.84575 3.49593
F 0.16831 3.54182 4.87376
F 0.24032 2.71725 2.87101
F -2.08937 4.13642 2.93215
F -0.55809 5.48264 1.82432
H -1.55198 7.67978 4.14542
H -2.34680 6.83992 2.78757
H -2.73480 7.24122 6.73808
H 1.03607 4.48098 3.43827
```

Results
Net charge = -2
HOMO = 0.5 eV
E_LUMO = 2.79 eV
Kohn-Sham gap = 0.0841 Eh

A 18-piece molecular cluster, C24H44Cl34IN3OS overall. Source: OMol25; level of theory: the ωB97M-V functional and the def2-TZVPD basis.

Geometry as XYZ:
```
108
Properties=species:S:1:pos:R:3
N 0.14680 3.80336 -2.35626
C 0.16283 2.77304 -1.91841
C 0.22304 1.52935 -1.02667
N -0.60933 0.52168 -1.74782
O 1.53611 1.02535 -0.97457
C -0.45750 1.74086 0.36018
S -2.14234 2.47555 -0.02459
C -0.76805 0.38464 0.99325
N -1.04620 -0.65084 1.31828
C 0.25917 2.66931 1.40712
C 1.62532 3.31094 1.02530
C 2.88922 2.77914 1.81522
I 2.97778 0.63052 2.02973
H -0.15748 -0.38760 -1.67193
H -0.66105 0.81123 -2.72177
H 1.54456 0.18846 -0.47865
H -2.62702 3.06514 1.09878
H 0.37355 2.09856 2.35528
H -0.43453 3.48776 1.66790
H 1.57041 4.38816 1.30884
H 1.90264 3.29546 -0.04103
H 3.00607 3.35949 2.77116
H 3.75927 3.06563 1.18931
C 5.25932 -2.88721 0.88484
Cl 4.03651 -3.01655 2.15351
Cl 6.07426 -4.42855 0.59432
H 4.77305 -2.57241 -0.03469
H 5.99938 -2.14879 1.18510
C -3.70257 0.76767 -4.13266
Cl -3.18933 -0.57103 -3.09880
Cl -2.33132 1.44913 -5.02356
H -4.43811 0.40246 -4.84427
H -4.13993 1.54442 -3.51397
C 8.86116 -0.59557 1.63862
Cl 7.22608 -0.19197 1.09610
Cl 9.09885 -2.34635 1.71483
H 9.57709 -0.17317 0.93997
H 9.01500 -0.17515 2.63020
C 2.88059 -6.43343 4.26447
Cl 4.15071 -5.86188 3.18026
Cl 3.01564 -5.68991 5.86594
H 1.91486 -6.17652 3.84019
H 2.96390 -7.51046 4.37064
C -7.28175 2.16754 -3.04879
Cl -5.95967 2.06427 -1.87964
Cl -6.69127 2.68522 -4.63198
H -7.74037 1.18841 -3.14655
H -8.01370 2.88535 -2.69232
C -2.47977 -1.88301 -6.55627
Cl -4.05740 -1.38608 -7.18686
Cl -2.34352 -3.64286 -6.47199
H -1.70492 -1.50131 -7.21359
H -2.35550 -1.47348 -5.55922
C -7.21064 2.36435 -8.42878
Cl -6.32081 1.00988 -7.72652
Cl -7.87917 1.94844 -10.01223
H -8.02570 2.63169 -7.76314
H -6.53493 3.20611 -8.54365
C -2.28982 0.73904 4.89571
Cl -2.89002 1.64026 3.50108
Cl -0.57751 1.06574 5.15005
H -2.84834 1.03731 5.77739
H -2.42297 -0.32353 4.71454
C 6.30554 -4.84682 -3.59463
Cl 8.03080 -4.80091 -3.97426
Cl 5.82628 -3.47109 -2.59569
H 5.74126 -4.82017 -4.52137
H 6.08909 -5.76338 -3.05438
C 0.33481 -5.22789 8.21633
Cl -0.28149 -3.61778 8.60870
Cl -0.89368 -6.21167 7.41350
H 1.18709 -5.12646 7.55215
H 0.63463 -5.72296 9.13530
C 10.38327 0.43165 5.55095
Cl 9.71199 1.34124 4.18864
Cl 12.09784 0.78489 5.78022
H 9.84420 0.70445 6.45246
H 10.26600 -0.62988 5.35495
C -6.04643 -0.32676 1.13239
Cl -4.40953 -0.80126 1.58796
Cl -6.90481 0.42807 2.48415
H -5.99016 0.38293 0.31450
H -6.59426 -1.21029 0.81927
C -1.21380 6.29159 0.37149
Cl -0.57158 7.84698 0.90904
Cl -2.05966 5.45516 1.68224
H -1.91029 6.46005 -0.44335
H -0.39085 5.66866 0.03191
C 2.84808 1.58912 -3.87748
Cl 3.88355 0.27302 -3.31536
Cl 2.06455 1.18822 -5.41153
H 2.08301 1.77299 -3.13037
H 3.45441 2.47891 -4.01453
C -10.04158 2.15766 -13.13592
Cl -9.05422 1.64162 -14.50776
Cl -10.92816 3.64280 -13.50005
H -10.75330 1.37267 -12.90067
H -9.39207 2.33788 -12.28547
C 2.63928 5.66690 5.10814
Cl 3.71260 6.09810 3.77025
Cl 1.47174 4.43091 4.62648
H 3.23717 5.28320 5.92877
H 2.09981 6.55362 5.42561
C -2.29613 -9.06950 9.66940
Cl -0.56040 -8.81925 9.88435
Cl -2.75459 -10.74394 10.00029
H -2.83118 -8.41744 10.35237
H -2.55946 -8.82904 8.64412
```

Results
Energy above the lowest of the compared OMol25 structures with the same formula, charge and spin = 0.642 eV
HOMO = -9.5 eV
E_LUMO = 0.15 eV
Kohn-Sham gap = 0.3532 Eh

An isolated ion of composition C24H44ClFNO8P2S2 and charge -1. Source: OMol25; level of theory: the ωB97M-V functional and the def2-TZVPD basis.

Geometry as XYZ:
```
83
Properties=species:S:1:pos:R:3
C 0.76605 -4.42698 1.68893
C -0.43025 -5.16737 1.79416
C -1.65110 -5.06409 0.74805
O -1.41805 -4.69473 -0.42280
O -2.92553 -5.43531 1.26463
C -3.76757 -4.24725 1.48709
C -3.61282 -3.62565 2.95924
C -3.29457 -2.04325 2.98357
C -2.11702 -1.63608 1.92262
C -1.19176 -0.42718 2.43481
C -1.54339 1.03967 2.04469
P -0.70640 1.99303 0.61016
F -1.56919 3.42565 1.19994
C 0.27288 0.52212 -0.10242
C -0.44304 -0.44343 -1.15116
C 0.69469 -1.56232 -1.54793
C 1.88844 -0.95687 -2.42664
N 2.90171 -2.06508 -2.61668
C 2.49950 -3.06635 -3.57545
C 3.64676 -4.13871 -3.59918
C 4.70120 -3.60582 -2.58232
C 4.17329 -2.26967 -1.96947
C -0.14163 3.01826 -0.89164
C -0.96732 4.42082 -1.07064
C -0.51834 4.96375 -2.54734
C -1.36241 4.23811 -3.72427
S -0.91001 4.86886 -5.42956
O -1.58222 3.96070 -6.42681
O 0.59331 4.82237 -5.54324
Cl -1.50124 6.84407 -5.69293
C 0.76844 2.60430 1.70310
C 1.31141 1.62330 2.82280
C 2.62794 2.35656 3.48488
S 4.08879 1.62391 2.55191
O 5.31973 2.47928 2.66262
O 3.78613 1.36511 1.10357
O 4.36249 0.12377 3.26842
P -2.58181 1.52670 -0.51758
O -2.59048 1.85904 -2.01910
H 1.60871 -4.61208 2.43321
H 0.94183 -3.65015 0.87876
H -0.52545 -5.89896 2.66844
H -3.65887 -3.49616 0.63484
H -4.85139 -4.64542 1.41473
H -4.62194 -3.75250 3.50536
H -2.76640 -4.16626 3.50282
H -3.11506 -1.62865 4.02926
H -4.24695 -1.53189 2.56881
H -2.64131 -1.49459 0.93110
H -1.44367 -2.57600 1.87392
H -0.10493 -0.79237 2.38095
H -1.37238 -0.47660 3.58982
H -2.69519 1.07250 1.86738
H -1.43330 1.72738 2.97363
H 0.88618 -0.10080 0.62159
H 1.10365 1.03961 -0.73330
H -1.30716 -1.07103 -0.76693
H -0.63740 0.09404 -2.14213
H 1.10798 -2.01451 -0.58574
H 0.14262 -2.32764 -2.21403
H 1.53610 -0.50321 -3.41162
H 2.47894 -0.11861 -1.89006
H 1.55295 -3.13173 -4.21437
H 3.69256 -5.10966 -4.21352
H 5.67902 -4.15477 -2.34174
H 4.66051 -1.60339 -1.18151
H 0.94845 3.41774 -0.83237
H -0.10203 2.43346 -1.89158
H -2.09118 4.27080 -1.14423
H -0.62712 5.22491 -0.34158
H 0.60666 4.77286 -2.72226
H -0.76422 6.09418 -2.60597
H -2.49723 4.40387 -3.60710
H -1.15443 3.10185 -3.77085
H 1.70161 2.89539 1.09738
H 0.45613 3.58386 2.24015
H 0.61713 1.43934 3.72149
H 1.69401 0.60383 2.49462
H 2.69672 2.17924 4.61176
H 2.56328 3.45921 3.18834
H 5.09358 -0.32194 2.76694
H -3.06392 0.19638 -0.33270
H -3.62375 2.36529 0.07031
```

Results
Net charge = -1
HOMO = -4.9 eV
E_LUMO = 1.79 eV
Kohn-Sham gap = 0.2454 Eh

C24H44IrN5O5SbSi3 as an isolated structure. Source: OMol25; level of theory: the ωB97M-V functional and the def2-TZVPD basis.

Geometry as XYZ:
```
83
Properties=species:S:1:pos:R:3
Ir 1.46705 0.29244 -0.19281
O -0.30695 0.97905 0.57584
C -0.52183 2.17933 0.91316
C 0.32628 3.28219 0.75201
C -0.17067 4.53120 1.20292
C 0.58487 5.63878 1.06763
C 1.86572 5.59484 0.47584
C 2.37324 4.40992 0.03286
C 1.63396 3.21544 0.16132
O 2.15546 2.11273 -0.26332
N 0.04500 6.93529 1.54442
O 0.77680 7.89489 1.45659
O -1.08475 6.93953 1.98780
H -1.49585 2.36386 1.37821
H -1.15415 4.61796 1.65041
H 2.42992 6.51285 0.37498
H 3.35113 4.35821 -0.42493
O 1.12444 -3.83776 -0.21826
C 0.92082 -2.68601 -0.17007
N 0.68090 -1.49892 -0.11860
C -5.49601 -0.48585 -0.28576
Si -3.88979 0.26933 -0.79881
C -3.74623 2.05046 -0.31793
C -3.37683 -0.12220 -2.52933
Sb -2.04484 -0.98528 0.70286
Si -2.57202 -3.75926 0.24017
C -2.02707 -3.79306 -1.52660
C -1.54319 -4.55428 1.54825
C -4.38801 -3.95973 0.47881
Si -2.27136 -0.78059 3.36315
C -1.00485 -1.94003 4.04208
C -4.02407 -1.31738 3.62244
C -1.98333 1.00143 3.76564
H -6.29544 0.07411 -0.78693
H -5.67084 -0.41736 0.79031
H -5.58402 -1.52827 -0.58862
H -4.40865 2.65944 -0.94259
H -2.73073 2.42471 -0.45769
H -4.04279 2.20189 0.72356
H -3.93191 0.50982 -3.23089
H -3.59204 -1.16320 -2.77800
H -2.31109 0.05946 -2.68446
H -1.14500 -3.17789 -1.69403
H -2.83050 -3.44561 -2.17903
H -1.77282 -4.81912 -1.81896
H -0.79822 -3.87815 1.96441
H -0.99932 -5.40114 1.11903
H -2.18178 -4.92303 2.35594
H -4.95843 -3.51928 -0.33836
H -4.74529 -3.54759 1.42458
H -4.60247 -5.03712 0.49006
H -1.34400 -2.97406 3.97863
H -0.82998 -1.71229 5.09884
H -0.04971 -1.84616 3.51977
H -4.20928 -2.32994 3.25850
H -4.73446 -0.63599 3.14799
H -4.23120 -1.31208 4.69964
H -0.99837 1.33191 3.42978
H -2.02573 1.14725 4.85002
H -2.74924 1.63859 3.31550
C 4.76045 0.67474 -4.40847
C 3.28539 0.33918 -4.36854
N 2.90664 -0.02270 -2.99928
C 3.76097 -0.29860 -1.98612
N 3.28027 -0.39936 -0.74892
C 4.17983 -0.88313 0.30804
C 5.58698 -0.36857 0.09877
C 6.05981 -0.81913 -1.26368
N 5.06001 -0.49016 -2.28538
C 5.51219 -0.41922 -3.67968
H 4.94187 1.63179 -3.91398
H 5.10518 0.75166 -5.43856
H 3.07486 -0.49532 -5.03994
H 2.68143 1.18825 -4.68509
H 1.95635 0.13018 -2.70527
H 4.17982 -1.97849 0.31927
H 3.78989 -0.54444 1.26483
H 6.25586 -0.75126 0.86877
H 5.58647 0.72273 0.15342
H 6.25142 -1.89447 -1.26943
H 6.98611 -0.31558 -1.53540
H 5.35802 -1.38120 -4.17669
H 6.57969 -0.21513 -3.66660
```

Results
Multiplicity = 2
Net charge = +2
Energy above the lowest of the compared OMol25 structures with the same formula, charge and spin = 0.509 eV
⟨S²⟩ = 0.760
HOMO (spin up / spin down) = -13.0 / -12.8 eV
E_LUMO (spin up / spin down) = -7.83 / -7.87 eV
Kohn-Sham gap (spin up / spin down) = 0.1901 / 0.1820 Eh